This record from OMol25 describes 6 unconnected molecules or ions with the total composition C16H30Br10I2N3O at a distorted geometry. The level of theory is ωB97M-V/def2-TZVPD.

E_HOMO = -11.4167 eV
molar mass = 1333.284 g mol⁻¹
charge = +1
multiplicity = 1
electronic energy = -27202.26518 a.u.
maximum force = 9.1 eV/Å

XYZ file:
```
62
Properties=species:S:1:pos:R:3:lowdin_charge:R:1
N -2.293 -0.456 3.680 0.10
C -1.445 -0.724 2.602 -0.13
N -1.257 -2.196 2.215 0.07
C -0.687 -2.140 0.812 -0.73
I -0.430 -4.078 -0.168 0.84
C 0.818 -1.430 0.971 -0.19
C 0.536 0.150 1.306 -0.28
C 0.740 0.962 -0.142 -0.11
C 2.018 2.035 -0.076 -0.65
O 3.210 1.625 -0.589 -0.15
I 1.873 4.074 0.740 0.79
N -0.830 0.454 1.879 0.08
H -3.339 -0.345 3.514 0.15
H -1.964 -0.274 4.654 0.14
H -2.204 -2.676 2.224 0.16
H -1.311 -1.436 0.093 0.11
H 1.336 -1.909 1.934 0.15
H 1.513 -1.628 0.050 0.03
H 1.411 0.515 2.027 0.17
H -0.264 1.476 -0.495 0.11
H 1.031 0.212 -1.024 0.14
H -1.529 0.718 1.125 0.09
Br 4.058 -2.173 -0.772 0.65
C 4.688 -0.953 -2.156 -0.69
C 5.132 -1.706 -3.389 -0.69
Br 6.882 -2.525 -3.124 0.62
H 5.481 -0.346 -1.710 0.05
H 3.831 -0.313 -2.383 0.05
H 5.262 -1.023 -4.232 0.06
H 4.445 -2.507 -3.678 0.05
Br 2.403 -6.678 1.869 0.59
C 1.090 -8.014 2.412 -0.69
C -0.286 -7.673 1.890 -0.69
Br -1.105 -6.246 2.938 0.54
H 1.136 -8.082 3.503 0.06
H 1.445 -8.954 1.979 0.06
H -0.961 -8.527 1.995 0.06
H -0.285 -7.343 0.847 0.03
Br 8.397 3.220 -2.983 0.60
C 7.594 3.384 -1.213 -0.70
C 6.088 3.270 -1.283 -0.72
Br 5.286 4.919 -1.948 0.59
H 7.938 4.332 -0.793 0.05
H 8.016 2.559 -0.632 0.06
H 5.665 3.130 -0.284 0.05
H 5.744 2.462 -1.935 0.04
Br -3.712 1.414 -0.772 0.62
C -3.904 2.837 0.548 -0.69
C -4.071 4.182 -0.118 -0.72
Br -2.367 4.853 -0.791 0.62
H -3.031 2.782 1.205 0.04
H -4.800 2.576 1.119 0.04
H -4.405 4.932 0.605 0.06
H -4.763 4.165 -0.964 0.04
Br -7.654 3.829 0.471 0.64
C -7.632 2.689 -1.112 -0.69
C -8.105 3.441 -2.334 -0.70
Br -10.045 3.636 -2.337 0.62
H -8.241 1.810 -0.880 0.06
H -6.589 2.383 -1.227 0.01
H -7.875 2.880 -3.245 0.06
H -7.683 4.447 -2.415 0.05
```



This record from OMol25 describes a molecular structure, C16H30Br2GaN2O2S at a distorted geometry. The level of theory is ωB97M-V/def2-TZVPD.

E_HOMO = -5.4466 eV
molar mass = 544.026 g mol⁻¹
charge = -1
multiplicity = 1
electronic energy = -8358.52641 a.u.
maximum force = 2.6 eV/Å

XYZ file:
```
54
Properties=species:S:1:pos:R:3:lowdin_charge:R:1
C 6.091 4.110 -0.143 0.01
C 5.500 3.458 0.699 -0.27
C 4.549 2.718 1.699 -0.26
Ga 2.741 2.174 0.810 0.07
S 2.742 3.062 -1.295 0.32
C 2.595 0.110 0.701 -0.21
C 2.548 -1.118 0.668 -0.08
C 1.275 2.808 2.088 -0.68
Br 1.423 2.139 3.969 0.51
C 0.195 3.615 1.834 -0.78
C -0.056 4.165 0.385 -0.18
Br -1.111 4.130 3.239 0.57
H 6.689 4.749 -0.823 0.02
H 5.072 1.824 2.154 0.05
H 4.295 3.488 2.494 0.05
H 2.183 2.100 -2.128 -0.23
H 2.408 -2.209 0.521 0.00
H 0.604 5.060 0.212 0.08
H -1.126 4.542 0.347 0.06
H 0.028 3.374 -0.405 0.05
C -4.413 -0.349 3.665 -0.08
C -3.328 0.679 3.352 -0.43
C -3.595 1.480 2.063 -0.21
O -3.319 0.769 0.862 -0.19
C -4.360 -0.086 0.430 -0.12
N -2.029 0.000 3.309 0.05
H -4.354 -1.229 3.022 0.06
H -4.315 -0.701 4.695 0.07
H -5.410 0.088 3.557 0.07
H -3.312 1.393 4.182 0.13
H -2.918 2.337 2.058 0.06
H -4.615 1.889 2.046 0.12
H -5.350 0.324 0.655 0.09
H -4.248 -1.076 0.877 0.07
H -4.272 -0.202 -0.652 0.09
H -1.296 0.699 3.191 0.04
H -1.993 -0.533 2.441 0.07
C 0.041 -3.628 -4.764 -0.08
C 0.856 -2.588 -4.002 -0.43
C 1.989 -3.196 -3.153 -0.20
O 1.553 -3.795 -1.940 -0.20
C 1.075 -5.120 -2.075 -0.11
N -0.053 -1.774 -3.188 0.04
H -0.645 -4.179 -4.118 0.06
H -0.567 -3.144 -5.533 0.07
H 0.694 -4.349 -5.264 0.07
H 1.323 -1.935 -4.748 0.13
H 2.656 -2.382 -2.853 0.12
H 2.598 -3.898 -3.736 0.12
H 1.619 -5.678 -2.843 0.09
H 0.005 -5.117 -2.294 0.07
H 1.212 -5.626 -1.118 0.09
H 0.480 -1.024 -2.751 0.07
H -0.350 -2.347 -2.399 0.07
```



Number 1: LUMO energy -5.78 eV. Number 2: LUMO energy 2.55 eV.